No. 1
The following is a quantum chemistry calculation of a structure of composition C40H26CdCl5O3S2 in a non-equilibrium geometry, from OMol25.

Summary:
Net charge: +1
Frontier orbital gap in eV: 7.1
Molecular weight in g mol⁻¹: 908.5
Electronic energy in Ha: -5030.44621

Structure (XYZ):
```
77
Properties=species:S:1:pos:R:3:lowdin_charge:R:1
Cd -0.039 0.105 -0.057 1.235
Cl -2.763 6.567 -0.037 0.708
Cl -3.899 3.738 0.624 0.718
Cl 1.968 4.297 -1.314 0.739
Cl -2.199 1.227 0.198 0.693
Cl 0.191 6.843 -0.995 0.723
S 0.748 -2.331 0.074 0.879
S 0.732 0.194 2.429 0.863
O 0.522 1.652 2.502 -0.466
O 0.617 1.832 -0.815 -0.315
O -0.544 -2.914 -0.341 -0.480
C 3.216 -4.452 -2.320 -0.013
C 1.131 -0.839 6.327 -0.020
C 3.776 -3.343 5.689 -0.051
C -0.437 -1.522 4.151 -0.077
C 1.342 -0.198 5.121 -0.047
C 3.094 -4.524 6.042 -0.057
C 6.904 -1.828 0.464 -0.056
C 6.127 -2.964 0.766 -0.051
C 2.522 -3.215 3.629 -0.105
C 1.215 -3.115 1.616 -0.300
C 2.959 -1.851 -1.401 -0.084
C 3.499 -2.703 4.515 -0.010
C 4.864 -2.830 1.267 -0.010
C 0.813 -4.905 3.137 0.006
C -0.028 -2.525 7.783 -0.031
C -0.630 -2.159 5.365 -0.018
C 2.136 -5.036 5.213 -0.017
C -1.783 5.175 -0.230 -0.712
C 5.252 -3.842 -3.666 -0.033
C -1.494 2.792 -0.145 -0.574
C 4.307 -1.545 1.480 -0.122
C -0.168 2.867 -0.598 -0.496
C 0.499 -4.271 1.973 -0.048
C 5.079 -0.399 1.149 -0.149
C -2.295 3.915 0.045 -0.706
C 1.820 -4.396 3.993 -0.146
C 0.157 -1.829 6.466 -0.248
C 2.178 -4.143 -1.462 -0.040
C 6.391 -0.576 0.651 -0.018
C 2.065 -2.839 -1.010 -0.368
C 0.330 4.165 -0.826 -0.616
C 0.556 -0.560 4.039 -0.364
C 4.143 -3.486 -2.720 -0.248
C 3.230 1.046 1.727 -0.048
C -0.458 5.295 -0.665 -0.694
C 4.003 -2.183 -2.248 -0.017
C 2.474 -0.090 2.067 -0.316
C 4.518 0.890 1.304 0.010
C 2.977 -1.370 1.971 -0.165
C 2.204 -2.571 2.396 -0.158
H -1.399 -2.916 5.455 0.123
H 4.710 -1.419 -2.546 0.126
H 1.464 -4.897 -1.153 0.125
H 6.981 0.300 0.413 0.121
H 4.276 -3.710 1.493 0.125
H 6.536 -3.952 0.597 0.114
H 0.893 -3.032 8.074 0.082
H 5.601 -4.859 -3.495 0.085
H 3.333 -5.021 6.973 0.113
H -1.034 -1.778 3.283 0.114
H 4.525 -2.940 6.360 0.114
H -0.827 -3.262 7.732 0.081
H 2.108 0.561 5.018 0.131
H 1.603 -5.941 5.478 0.121
H 5.122 1.756 1.062 0.127
H 6.094 -3.159 -3.564 0.082
H 4.027 -1.795 4.255 0.126
H 2.840 -0.836 -1.031 0.104
H 3.315 -5.464 -2.692 0.125
H 0.289 -5.808 3.427 0.127
H 7.907 -1.957 0.080 0.112
H -0.269 -1.807 8.569 0.092
H 2.768 2.020 1.824 0.115
H -0.287 -4.622 1.316 0.116
H 4.896 -3.783 -4.697 0.095
H 1.739 -0.573 7.184 0.128
```

---

No. 2
The following is a quantum chemistry calculation of a structure of composition C40H27AsF13N7O2SV in a non-equilibrium geometry, from OMol25.

Summary:
Expectation value of S²: 2.02
Energy above the lowest of the compared OMol25 structures with the same formula, charge and spin in kJ/mol: 130.8
Net charge: -1
Frontier orbital gap (spin up / spin down) in eV: 7.8 / 8.0
Multiplicity: 3
Molecular weight in g mol⁻¹: 1042.6
Electronic energy in Ha: -6950.79213

Structure (XYZ):
```
92
Properties=species:S:1:pos:R:3:lowdin_charge:R:1
As 2.557 2.925 3.536 0.753
V -0.365 0.292 0.913 0.929
S -3.158 1.173 -0.246 0.802
F 1.104 2.889 4.492 -0.236
F 3.916 -3.093 1.372 0.097
F -4.730 -0.757 3.863 0.037
F 3.786 -3.125 4.101 0.105
F 1.838 -1.683 5.359 0.107
F 0.087 -0.256 3.953 0.081
F 3.983 2.979 2.549 -0.245
F 3.145 1.516 4.344 -0.230
F 1.767 1.905 2.323 -0.252
F -2.810 -4.544 1.952 0.048
F 1.910 4.314 2.654 -0.271
F 3.302 3.985 4.685 -0.251
F 2.204 -1.684 -0.046 0.044
O -0.303 -2.737 -0.750 0.062
O -0.782 1.534 -2.269 0.022
N -1.615 3.353 0.020 -0.008
N -0.103 -0.393 -3.267 0.155
N 1.911 1.459 -0.628 0.140
N -0.417 2.691 -0.035 0.052
N -1.386 1.445 2.394 0.011
N -3.848 3.702 0.007 0.076
N -0.460 -0.433 -1.020 0.062
C -2.840 2.773 -0.063 -0.847
C 2.040 -1.638 1.295 -0.212
C 0.500 4.908 -0.535 -0.007
C -3.808 -2.651 2.897 0.052
C -2.467 -3.280 -5.575 -0.087
C -3.642 -3.467 -4.862 -0.100
C -0.292 -1.729 -1.421 -0.437
C -0.474 0.366 -2.174 -0.559
C -1.776 -2.460 1.583 -0.021
C 1.126 -2.543 -3.313 -0.156
C 2.364 -4.607 -3.393 -0.074
C 4.272 1.539 -1.009 -0.039
C 3.098 3.525 -0.438 -0.025
C 3.058 0.868 -0.933 -0.099
C 4.293 2.889 -0.723 -0.057
C -1.729 -1.075 1.750 -0.137
C 1.926 2.776 -0.430 -0.232
C -3.290 1.670 3.809 0.007
C 1.026 -0.889 1.869 -0.079
C 1.913 -1.678 4.020 -0.146
C 0.602 3.429 -0.277 -0.246
C -1.380 -2.448 -3.586 -0.134
C -1.704 3.449 3.660 -0.052
C -2.558 -2.643 -2.876 0.001
C 2.901 -2.412 3.388 -0.135
C -2.720 -0.494 2.578 -0.161
C 1.018 -0.952 3.255 -0.229
C -2.886 2.943 4.168 -0.051
C -3.735 -1.292 3.103 -0.208
C -0.999 2.664 2.770 -0.150
C 2.960 -2.393 2.007 -0.140
C 2.239 -1.871 -3.798 -0.033
C -2.503 0.912 2.943 -0.223
C -1.344 -2.777 -4.938 -0.032
C -3.683 -3.150 -3.514 -0.072
C 3.475 -3.932 -3.882 -0.099
C -2.791 -3.201 2.144 -0.259
C 3.408 -2.564 -4.086 -0.088
C 1.196 -3.919 -3.115 -0.019
C -0.149 -1.801 -2.959 -0.283
H -1.030 -2.976 0.996 0.088
H 5.223 3.442 -0.703 0.110
H -4.593 -3.298 -2.948 0.103
H 1.428 5.305 -0.925 0.069
H -4.520 -3.865 -5.354 0.095
H -4.194 1.253 4.214 0.102
H -3.682 4.572 0.488 0.092
H -1.587 4.364 0.019 0.120
H -3.485 3.523 4.858 0.106
H -4.764 3.303 0.126 0.080
H 3.011 -0.192 -1.129 0.096
H -0.075 3.026 2.348 0.069
H 0.266 5.446 0.388 0.098
H -4.604 -3.244 3.319 0.123
H -0.414 -0.046 -4.162 0.155
H -0.270 5.117 -1.282 0.092
H -2.422 -3.532 -6.627 0.097
H 4.270 -2.028 -4.460 0.096
H 5.173 0.997 -1.255 0.105
H 4.389 -4.471 -4.095 0.095
H -0.421 -2.652 -5.491 0.119
H -2.604 -2.410 -1.821 0.118
H -1.304 4.408 3.952 0.110
H 2.411 -5.673 -3.220 0.100
H 2.191 -0.800 -3.933 0.105
H 3.093 4.571 -0.175 0.108
H 0.336 -4.442 -2.721 0.123
```

---

No. 3
The following is a quantum chemistry calculation of a structure of composition C40H29BaBrF4IN8O3S5 in a non-equilibrium geometry, from OMol25.

Summary:
Energy above the lowest of the compared OMol25 structures with the same formula, charge and spin in kJ/mol: 290.9
Net charge: -1
Frontier orbital gap in eV: 2.1
Molecular weight in g mol⁻¹: 1250.2
Electronic energy in Ha: -7493.09642

Structure (XYZ):
```
92
Properties=species:S:1:pos:R:3:lowdin_charge:R:1
Ba -1.305 0.034 0.101 1.943
I 2.255 2.954 -1.468 1.055
Br 4.409 5.621 -2.428 0.704
S -5.071 0.367 -4.812 0.892
S -3.086 -2.275 -2.030 0.399
S -3.634 0.052 -7.389 0.454
S -5.619 -0.163 -1.859 0.812
S -2.864 -1.411 -4.900 0.875
F 2.779 -4.268 2.584 0.150
F -1.641 -5.511 5.463 0.154
F 0.619 -6.514 6.189 0.146
F 0.515 -3.262 1.860 0.150
O -0.657 0.341 2.300 -0.396
O -2.327 1.457 -1.196 -0.511
O 1.527 3.539 3.855 0.034
N 5.315 -5.462 3.709 0.203
N -2.113 -2.007 1.362 0.049
N 1.391 -0.638 0.400 -0.086
N -0.316 -0.289 -2.443 -0.089
N -0.693 2.487 0.794 -0.117
N 3.362 -7.560 6.842 0.200
N -4.164 -4.287 4.359 0.212
N -0.126 2.594 2.079 0.030
C 3.027 -5.942 4.841 -0.117
C -3.634 -1.291 -3.325 -1.225
C 1.046 2.584 4.663 -0.288
C 1.002 -0.678 -2.959 -0.291
C -2.260 2.644 -3.251 -0.025
C 3.168 -6.839 5.971 -0.162
C 4.195 4.577 -5.028 -0.146
C 0.068 0.655 6.438 -0.110
C 0.205 1.561 4.191 -0.081
C -0.217 1.468 2.757 -0.464
C -3.832 -0.312 -5.790 -1.541
C 1.847 -5.434 4.446 -0.013
C -0.266 0.609 5.092 -0.043
C 1.283 -2.145 -2.670 -0.195
C -0.570 -5.201 4.764 -0.140
C 3.763 3.715 -6.024 -0.088
C -1.319 3.624 -1.253 -0.198
C 1.709 -4.556 3.293 -0.136
C 0.914 1.667 6.889 -0.103
C -1.876 -3.761 3.252 -0.087
C 0.596 -5.718 5.137 -0.139
C -0.800 3.564 0.120 -0.159
C 1.248 -2.546 -1.189 -0.202
C 0.542 -4.037 2.923 -0.125
C 2.164 -1.698 -0.288 -0.255
C -4.670 -0.413 -3.307 -1.012
C 4.284 -5.641 4.180 -0.160
C -6.182 1.535 -2.099 -0.421
C -1.990 -2.792 2.188 -0.097
C -3.134 -4.062 3.902 -0.146
C 2.911 2.665 -5.710 -0.077
C -1.989 2.529 -1.869 -0.398
C 2.500 2.477 -4.399 -0.146
C -1.083 4.793 -1.980 -0.092
C 2.936 3.332 -3.391 -0.730
C -0.705 -4.305 3.624 -0.002
C -1.397 4.904 -3.321 -0.115
C 3.781 4.388 -3.715 -0.744
C 1.404 2.618 6.011 -0.025
C -1.966 3.798 -3.959 -0.085
H -0.911 -0.170 4.702 0.102
H 0.219 -2.478 -0.808 0.074
H -0.441 4.501 0.563 0.123
H -1.024 -0.929 -2.806 -0.022
H -0.570 0.635 -2.791 0.052
H 1.180 1.726 7.940 0.096
H -0.324 -0.083 7.128 0.089
H 2.061 3.413 6.348 0.112
H 2.014 0.089 0.738 0.069
H -1.192 5.818 -3.867 0.090
H 2.275 -2.382 -3.070 0.112
H 1.758 -0.051 -2.476 0.058
H -6.844 1.746 -1.258 0.028
H -2.714 1.790 -3.738 0.088
H 0.972 -1.031 1.244 0.019
H 1.537 -3.599 -1.119 0.106
H 2.559 1.990 -6.482 0.109
H -5.333 2.221 -2.077 0.035
H 1.012 3.443 2.991 0.070
H -6.749 1.656 -3.023 0.011
H 4.855 5.403 -5.260 0.094
H 2.682 -2.341 0.428 0.091
H 0.559 -2.756 -3.217 0.112
H 2.936 -1.221 -0.892 0.110
H 1.827 1.664 -4.151 0.070
H 1.094 -0.523 -4.038 0.105
H -0.604 5.625 -1.469 0.106
H 4.093 3.868 -7.046 0.104
H -2.187 3.840 -5.021 0.102
```

---

No. 4
The following is a quantum chemistry calculation of a structure of composition C40H29BrCl2N4O4SY, from OMol25.

Summary:
Energy above the lowest of the compared OMol25 structures with the same formula, charge and spin in kJ/mol: 25.9
Net charge: +1
Frontier orbital gap in eV: 7.0
Molecular weight in g mol⁻¹: 901.5
Electronic energy in Ha: -5992.59125

Structure (XYZ):
```
82
Properties=species:S:1:pos:R:3:lowdin_charge:R:1
Y 1.464 1.516 -1.452 1.568
Br 3.268 8.049 0.444 0.734
Cl 1.110 -1.521 -5.383 0.739
Cl 6.224 -1.001 -6.974 0.690
S 3.951 0.313 0.627 1.015
O -8.711 -3.925 5.301 -0.068
O 2.461 0.465 0.297 -0.625
O 1.875 0.391 -3.302 -0.229
O 3.773 1.810 -1.917 -0.104
N -4.288 -0.131 2.438 0.188
N -3.888 -2.111 1.504 0.193
N -0.624 2.068 -0.061 0.047
N -0.217 -0.332 -1.224 0.031
C -2.699 2.499 1.760 0.019
C -3.241 0.056 1.567 -0.126
C -1.436 1.047 0.309 -0.131
C 3.907 -0.709 2.090 -0.205
C -0.868 3.270 0.440 -0.093
C 4.499 1.516 -2.871 -0.146
C -2.480 1.215 1.237 -0.065
C -7.748 -3.250 4.637 -0.275
C -1.990 -1.364 0.032 -0.064
C 5.912 -0.768 -0.899 -0.080
C -3.018 -1.180 1.007 -0.172
C -4.637 -1.456 2.364 -0.249
C -1.737 -2.583 -0.612 0.032
C -0.746 -2.642 -1.557 -0.016
C 2.666 -0.791 -5.183 -0.571
C 2.802 5.253 0.687 -0.140
C 2.691 6.348 -0.155 -0.705
C -1.899 3.530 1.348 -0.016
C -5.715 -2.045 3.156 -0.161
C 5.181 0.341 -4.874 -0.058
C 4.952 -0.552 -5.888 -0.668
C 4.197 -2.496 -2.255 -0.048
C -6.047 -3.389 2.945 -0.011
C -7.049 -3.984 3.673 0.017
C -7.430 -1.914 4.858 -0.008
C -1.203 -0.253 -0.305 -0.136
C 2.164 6.211 -1.428 -0.137
C 3.685 -1.120 -6.045 -0.102
C 2.373 4.013 0.230 -0.179
C 1.748 4.954 -1.854 -0.141
C -9.453 -3.230 6.290 -0.069
C -0.008 -1.487 -1.838 -0.124
C -6.416 -1.327 4.114 -0.025
C 6.403 -1.597 -1.896 -0.054
C 4.561 -0.834 -0.581 -0.409
C 5.546 -2.452 -2.577 -0.053
C 4.148 0.669 -3.979 -0.125
C 1.828 3.809 -1.051 -0.306
C 2.847 0.118 -4.112 -0.370
C 3.695 -1.688 -1.245 -0.065
H 0.759 -1.483 -2.601 0.062
H -4.731 0.556 3.020 0.148
H 5.931 -3.078 -3.370 0.118
H -7.316 -5.019 3.518 0.125
H 2.082 7.076 -2.072 0.099
H -10.160 -3.950 6.692 0.096
H 2.461 3.184 0.935 0.079
H 3.216 5.375 1.679 0.098
H -7.956 -1.327 5.594 0.105
H -9.997 -2.390 5.854 0.097
H 6.163 0.777 -4.748 0.121
H -2.043 4.535 1.714 0.118
H -2.338 -3.446 -0.359 0.127
H -3.496 2.675 2.471 0.121
H -6.190 -0.286 4.315 0.106
H 3.532 -3.159 -2.792 0.119
H 3.295 -1.587 1.900 0.072
H 7.453 -1.564 -2.154 0.117
H 3.490 -0.107 2.893 0.064
H 3.499 -1.822 -6.846 0.114
H -8.801 -2.874 7.091 0.097
H -0.211 4.062 0.113 0.094
H 6.567 -0.072 -0.392 0.120
H 5.525 1.914 -2.881 0.147
H 1.342 4.888 -2.861 0.087
H -0.531 -3.554 -2.094 0.115
H -5.505 -3.951 2.199 0.113
H 4.930 -0.994 2.330 0.070
H 2.644 -1.707 -0.987 0.100
```